104
Properties=species:S:1:pos:R:3 method="wB97M-V/def2-TZVPD" homo_lumo_gap_ev=10.95 max_force_ev_per_a=4.55 lumo_energy_ev=0.5525
C -2.352 -1.471 -5.737
C -3.069 -2.067 -4.455
O -3.537 -0.923 -3.777
C -2.842 -0.259 -2.753
O -1.786 -0.587 -2.179
C -3.640 0.969 -2.339
F -2.912 2.031 -2.320
F -4.717 1.188 -3.076
F -3.962 0.718 -1.104
H -1.461 -1.072 -5.251
H -2.784 -0.657 -6.319
H -2.098 -2.216 -6.490
H -2.353 -2.430 -3.718
H -3.901 -2.748 -4.636
C 3.074 -6.846 -0.862
O 2.632 -5.519 -1.109
C 1.488 -5.346 -1.883
O 0.618 -6.188 -2.152
O 1.417 -4.007 -2.279
C 0.218 -3.491 -2.893
H 3.532 -7.231 -1.774
H 2.268 -7.489 -0.507
H 3.728 -6.866 0.009
H -0.608 -3.726 -2.221
H 0.020 -3.860 -3.899
H 0.314 -2.407 -2.959
C -5.050 -0.122 7.537
O -4.218 0.172 6.479
C -3.577 1.376 6.339
O -3.641 2.317 7.144
O -2.876 1.295 5.282
C -2.209 2.433 4.805
H -5.850 0.609 7.416
H -4.469 0.158 8.415
H -5.493 -1.116 7.609
H -2.775 3.344 5.002
H -2.063 2.311 3.731
H -1.277 2.568 5.353
C -4.931 -6.488 -1.328
O -4.233 -5.562 -0.501
C -3.642 -4.499 -0.979
O -3.474 -4.256 -2.169
O -3.310 -3.762 0.128
C -2.732 -2.515 -0.127
H -5.688 -6.045 -1.975
H -5.487 -7.245 -0.774
H -4.275 -7.063 -1.981
H -1.778 -2.583 -0.652
H -2.570 -1.993 0.816
H -3.492 -1.947 -0.663
C -3.624 3.125 1.245
O -3.485 4.498 0.991
C -2.591 5.227 1.677
O -1.923 4.744 2.630
O -2.626 6.420 1.126
C -1.889 7.380 1.811
H -2.681 2.579 1.262
H -4.317 2.729 0.503
H -4.096 3.128 2.227
H -1.239 7.056 2.623
H -2.593 8.180 2.040
H -1.221 7.715 1.018
C 8.216 0.443 -2.254
O 6.995 -0.294 -2.213
C 6.284 -0.341 -1.055
O 6.524 0.319 -0.020
O 5.322 -1.256 -1.183
C 4.299 -1.564 -0.164
H 8.105 1.455 -2.643
H 8.828 -0.015 -3.031
H 8.908 0.321 -1.421
H 4.725 -2.173 0.634
H 3.513 -2.137 -0.655
H 3.812 -0.666 0.216
C 0.681 -0.391 -0.205
C -0.304 0.264 0.717
N -1.056 0.802 1.415
H 0.515 -1.464 -0.299
H 1.684 -0.373 0.222
H 0.622 0.033 -1.207
C 4.847 3.251 0.631
C 3.642 2.580 1.158
N 2.728 2.032 1.607
H 4.608 4.234 0.225
H 5.511 2.628 0.032
H 5.395 3.404 1.561
C 1.535 0.244 4.075
C 1.891 -0.860 3.172
N 2.110 -1.753 2.454
H 0.990 0.943 3.440
H 2.491 0.640 4.416
H 0.871 0.053 4.918
C 4.863 3.034 -3.040
C 3.974 1.940 -2.510
N 3.270 1.127 -2.064
H 5.352 2.656 -3.938
H 5.626 3.316 -2.314
H 4.403 4.008 -3.208
C -0.062 3.431 -0.705
C 1.265 4.024 -1.023
N 2.306 4.490 -1.267
H -0.759 4.228 -0.445
H 0.097 2.780 0.155
H -0.524 2.943 -1.563



85
Properties=species:S:1:pos:R:3 method="wB97M-V/def2-TZVPD" homo_lumo_gap_ev=9.42 max_force_ev_per_a=0.33 lumo_energy_ev=0.6040
C 5.610 -2.976 2.789
O 5.651 -2.987 1.376
C 4.515 -3.565 0.757
C 4.590 -3.280 -0.734
C 3.891 -1.977 -1.160
C 4.697 -1.175 -2.194
C 5.744 -0.275 -1.536
C 5.252 1.068 -0.955
C 4.038 1.726 -1.625
C 2.694 1.296 -1.047
C 1.522 2.041 -1.695
C 0.171 1.302 -1.742
O 0.336 -0.125 -1.662
C 0.077 -0.502 -0.327
C -1.184 0.288 -0.040
F -1.476 0.365 1.327
C -0.948 1.663 -0.689
C -0.596 2.717 0.384
C 0.563 2.519 1.374
C 0.267 3.127 2.758
C -0.137 2.110 3.839
O -1.275 2.506 4.582
C -2.485 2.229 3.916
C -2.185 2.245 -1.451
C -3.358 1.310 -1.761
C -4.272 1.042 -0.558
N -5.667 0.941 -0.957
C -5.982 -0.287 -1.653
C -5.636 -1.611 -0.989
C -5.243 -2.664 -1.809
C -4.884 -3.896 -1.310
C -4.889 -4.101 0.059
C -5.287 -3.075 0.895
C -5.674 -1.856 0.377
O -6.063 -0.880 1.285
H 6.421 -3.588 3.190
H 4.661 -3.362 3.169
H 5.736 -1.953 3.149
H 4.477 -4.641 0.964
H 3.605 -3.119 1.178
H 5.649 -3.217 -0.990
H 4.179 -4.131 -1.278
H 2.913 -2.213 -1.588
H 3.732 -1.374 -0.265
H 5.221 -1.894 -2.833
H 4.033 -0.622 -2.859
H 6.171 -0.866 -0.718
H 6.573 -0.093 -2.223
H 5.053 0.961 0.115
H 6.079 1.779 -1.023
H 4.125 2.810 -1.490
H 4.050 1.557 -2.704
H 2.561 0.223 -1.157
H 2.724 1.500 0.026
H 1.400 3.012 -1.211
H 1.809 2.257 -2.727
H -0.236 1.478 -2.738
H -0.071 -1.580 -0.276
H 0.902 -0.244 0.344
H -2.007 -0.250 -0.500
H -1.508 2.823 0.975
H -0.456 3.672 -0.131
H 0.809 1.466 1.491
H 1.456 3.005 0.981
H 1.148 3.671 3.102
H -0.535 3.864 2.673
H -0.312 1.128 3.386
H 0.663 1.997 4.570
H -2.532 2.708 2.932
H -3.292 2.614 4.537
H -2.625 1.152 3.779
H -2.588 3.074 -0.861
H -1.834 2.696 -2.380
H -2.974 0.376 -2.183
H -3.962 1.766 -2.549
H -3.939 0.146 -0.021
H -4.182 1.866 0.153
H -6.268 1.074 -0.159
H -7.047 -0.288 -1.903
H -5.450 -0.271 -2.607
H -5.205 -2.496 -2.880
H -4.583 -4.680 -1.991
H -4.592 -5.053 0.477
H -5.311 -3.199 1.970
H -7.022 -0.799 1.262



128
Properties=species:S:1:pos:R:3 method="wB97M-V/def2-TZVPD" homo_lumo_gap_ev=6.99 max_force_ev_per_a=9.66 lumo_energy_ev=-1.6894
C -5.234 3.011 -2.614
C -6.374 2.500 -1.545
O -6.562 1.055 -1.741
C -5.550 0.274 -0.957
C -4.550 -0.520 -1.969
O -4.440 -1.937 -1.894
C -3.358 -2.551 -1.127
P -4.513 -3.840 -0.180
S -6.406 -3.239 -0.152
C -2.637 -1.635 0.009
C -3.591 -1.300 1.346
S -3.136 0.300 2.204
O -1.937 0.176 3.205
O -2.906 1.509 1.259
O -1.442 -2.187 0.641
S -0.020 -2.123 -0.238
O -0.057 -1.083 -1.427
O 0.101 -3.622 -1.024
C -1.161 -4.319 -1.232
Br -0.596 -5.717 -2.658
S -1.464 -5.513 0.132
O -1.778 -4.994 1.539
O -2.606 -6.551 -0.214
C 0.029 -6.687 0.406
F 1.333 -6.057 0.133
F -0.173 -8.006 -0.300
F 0.046 -7.054 1.872
C -2.357 -3.538 -1.991
C -1.727 -2.982 -3.381
C -2.121 -1.516 -3.944
C -1.414 -1.166 -5.410
C 0.214 -1.162 -5.403
S 1.033 0.117 -4.317
C 0.213 1.795 -4.420
N 0.271 2.823 -5.528
N -0.502 3.881 -4.998
C -1.018 3.516 -3.603
O -0.560 2.146 -3.214
H -5.336 4.152 -2.856
H -5.443 2.408 -3.623
H -4.166 2.685 -2.242
H -6.191 2.825 -0.436
H -7.395 3.016 -1.887
H -4.922 1.052 -0.337
H -6.163 -0.378 -0.210
H -3.533 0.107 -2.000
H -5.007 -0.291 -3.055
H -4.148 -4.010 1.191
H -4.611 -5.096 -0.938
H -2.321 -0.539 -0.342
H -4.728 -1.305 1.142
H -3.379 -2.181 2.124
H -4.259 0.654 3.019
H -3.100 -4.414 -2.339
H -0.531 -2.956 -3.421
H -2.010 -3.734 -4.268
H -3.286 -1.558 -4.206
H -1.863 -0.603 -3.248
H -1.848 -1.976 -6.171
H -1.871 -0.127 -5.777
H 0.583 -2.272 -5.168
H 0.565 -0.964 -6.526
H -1.669 4.180 -2.883
C -0.053 2.349 4.818
Cl -0.448 3.893 5.584
Cl 1.478 2.448 3.940
H 0.029 1.580 5.590
H -0.849 2.086 4.117
C 1.900 5.352 -2.442
Cl 2.909 6.771 -2.135
Cl 0.403 5.421 -1.503
H 1.652 5.316 -3.505
H 2.455 4.454 -2.161
C 2.580 -0.030 7.074
Cl 2.368 -0.200 8.821
Cl 1.186 -0.673 6.198
H 2.695 1.030 6.832
H 3.475 -0.577 6.770
C 3.092 -3.824 4.834
Cl 4.399 -2.902 5.586
Cl 3.552 -4.381 3.221
H 2.864 -4.692 5.458
H 2.208 -3.187 4.752
C 5.487 -1.695 2.050
Cl 5.046 -0.215 2.911
Cl 5.288 -1.499 0.304
H 6.531 -1.934 2.264
H 4.845 -2.510 2.392
C 3.114 0.954 -7.415
Cl 2.800 1.162 -9.142
Cl 3.179 -0.758 -6.981
H 4.071 1.420 -7.168
H 2.313 1.435 -6.848
C -5.746 -6.578 2.811
Cl -6.187 -5.098 3.672
Cl -5.945 -6.382 1.066
H -4.702 -6.817 3.026
H -6.388 -7.393 3.153
C 5.488 3.709 -5.848
Cl 4.189 3.224 -4.751
Cl 5.462 2.745 -7.329
H 5.360 4.763 -6.107
H 6.448 3.566 -5.347
C 8.550 0.230 4.966
Cl 7.252 -0.254 6.063
Cl 8.525 -0.734 3.485
H 8.423 1.284 4.707
H 9.511 0.087 5.467
C 2.048 6.960 5.973
Cl 2.964 7.178 7.470
Cl 3.084 7.176 4.557
H 1.629 5.951 5.957
H 1.241 7.696 5.939
C 10.775 0.957 1.272
Cl 11.292 1.747 -0.222
Cl 10.669 2.117 2.602
H 9.792 0.507 1.114
H 11.498 0.181 1.533
C -10.353 2.410 -2.173
Cl -9.437 2.628 -0.676
Cl -9.317 2.626 -3.589
H -10.772 1.401 -2.189
H -11.160 3.146 -2.207
C 5.761 4.495 5.621
Cl 6.882 3.134 5.496
Cl 4.680 4.303 7.006
H 6.334 5.418 5.743
H 5.164 4.549 4.708